Formula: C4H6O2
Source: the OMol25 dataset
Level of theory: ωB97M-V/def2-TZVPD

Output
LUMO level ... -0.509 eV
Orbital gap ... 7.828 eV
E_HOMO ... -8.3378 eV

ORCA input file:
```
! wB97M-V def2-TZVPD RIJCOSX def2/J DEFGRID3
* xyz 0 1
O 2.2632 -0.7025 -0.2374
C 1.0451 -0.6602 -0.6608
C -0.8096 0.0476 1.0488
C -1.3511 0.2588 -0.3487
C 0.1282 0.3193 -0.1068
O 0.9492 1.3730 -0.2797
H 2.3104 0.1537 0.2804
H 0.8484 -1.3321 -1.5004
H -0.8769 -0.9449 1.4882
H -0.9036 0.8730 1.7496
H -1.8231 1.2117 -0.5666
H -1.7801 -0.5975 -0.8666
*
```

Atomic charges from the Löwdin analysis, expressed in e, are listed below:
1 O 0.129
2 C 0.033
3 C -0.053
4 C -0.066
5 C -0.663
6 O -0.116
7 H 0.155
8 H 0.159
9 H 0.100
10 H 0.110
11 H 0.110
12 H 0.102

---

Formula: C11H12O
Source: the OMol25 dataset
Level of theory: ωB97M-V/def2-TZVPD

Output
Structure (SMILES) ... C#CC#CC#C.C/C=C/OCC
LUMO level ... 0.390 eV
Orbital gap ... 8.695 eV
E_HOMO ... -8.3059 eV

ORCA input file:
```
! wB97M-V def2-TZVPD RIJCOSX def2/J DEFGRID3
* xyz 0 1
C 2.5878 -3.0783 -0.2545
C 2.6914 -1.8867 -0.3388
C 2.6880 -0.4928 -0.3050
C 2.5988 0.6866 -0.2318
C 2.5301 2.0780 -0.2678
C 2.5293 3.2683 -0.3378
H 2.5000 -4.1409 -0.1643
H 2.4790 4.3345 -0.4145
C 0.0770 -0.0753 1.9146
C -1.1662 -0.2304 1.0729
C -1.1795 -0.2604 -0.2672
O -2.2635 -0.4847 -1.0693
C -3.5486 -0.4847 -0.4391
C -4.0336 0.9026 -0.0849
H 0.9717 -0.0316 1.2845
H 0.0222 0.8256 2.5562
H 0.1668 -0.9328 2.6070
H -2.1060 -0.2859 1.6320
H -0.2664 -0.1230 -0.8557
H -3.5452 -1.1717 0.4015
H -4.2201 -0.9248 -1.2061
H -5.0906 0.8384 0.2142
H -3.9988 1.5530 -0.9696
H -3.4520 1.3761 0.7048
*
```

Atomic charges from the Löwdin analysis, expressed in e, are listed below:
1 C 0.142
2 C -0.121
3 C -0.054
4 C -0.056
5 C -0.122
6 C 0.138
7 H 0.041
8 H 0.041
9 C -0.102
10 C -0.150
11 C -0.157
12 O -0.106
13 C -0.268
14 C -0.080
15 H 0.023
16 H 0.077
17 H 0.077
18 H 0.093
19 H 0.121
20 H 0.107
21 H 0.127
22 H 0.081
23 H 0.084
24 H 0.065

---

Formula: C2H14O4S2
Source: the OMol25 dataset
Level of theory: ωB97M-V/def2-TZVPD

Output
Structure (SMILES) ... CSSC.O.O.O.O
LUMO level ... 0.457 eV
Orbital gap ... 9.232 eV
E_HOMO ... -8.7752 eV

ORCA input file:
```
! wB97M-V def2-TZVPD RIJCOSX def2/J DEFGRID3
* xyz 0 1
C 0.9409 -0.9901 0.5107
S -0.2557 0.2625 1.0987
S -0.0631 1.7648 -0.3167
C -1.6826 1.5476 -1.2513
H 1.8151 -0.9928 1.2147
H 1.2476 -0.7014 -0.4364
H 0.5856 -2.0230 0.4512
H -1.7603 0.4997 -1.5736
H -1.7962 2.1868 -2.1807
H -2.4634 1.7620 -0.5342
O 3.2300 -2.0408 -0.3318
H 3.6860 -2.6412 -0.9095
H 3.7287 -1.1978 -0.3893
O -1.8707 -1.8471 -1.5153
H -2.4732 -1.6674 -0.7710
H -1.5487 -2.7813 -1.3363
O -3.5125 -0.9355 1.4206
H -3.2588 -1.7595 1.9391
H -2.6119 -0.5013 1.4320
O 3.1965 1.1627 -0.1872
H 2.5507 1.7045 -0.6302
H 3.5026 1.6178 0.5642
*
```

Atomic charges from the Löwdin analysis, expressed in e, are listed below:
1 C -0.480
2 S 0.481
3 S 0.442
4 C -0.416
5 H 0.039
6 H -0.025
7 H 0.037
8 H -0.001
9 H 0.056
10 H 0.012
11 O -0.069
12 H 0.033
13 H 0.045
14 O -0.096
15 H 0.012
16 H 0.073
17 O -0.126
18 H 0.068
19 H -0.045
20 O -0.041
21 H -0.022
22 H 0.024

---

Formula: C24H27F5N7O2SSeTa
Source: the OMol25 dataset
Level of theory: ωB97M-V/def2-TZVPD

Output
LUMO level ... -6.058 eV
Orbital gap ... 6.785 eV
E_HOMO ... -12.8431 eV

ORCA input file:
```
! wB97M-V def2-TZVPD RIJCOSX def2/J DEFGRID3
* xyz 2 1
Ta -0.0888 -0.9186 -0.7460
N 1.1773 1.5917 -0.5443
C 0.4974 2.4601 -1.5030
C 0.3493 3.9359 -1.1378
C 0.0154 4.2665 0.3116
C -1.3269 3.7292 0.7970
N -2.4611 4.1983 0.0053
C -3.0942 5.3516 0.1572
N -4.0565 5.6917 -0.7022
N -2.7921 6.1826 1.1550
C -0.8409 1.7783 -1.7453
O -1.9236 2.2954 -1.6707
O -0.6794 0.4688 -1.9862
H 1.1302 1.9320 0.4099
H 2.1601 1.4548 -0.7478
H 1.0328 2.3939 -2.4532
H -0.4176 4.3574 -1.7917
H 1.2770 4.4482 -1.3964
H 0.0317 5.3555 0.4060
H 0.7912 3.9116 0.9969
H -1.4870 3.9606 1.8519
H -1.3702 2.6406 0.7357
H -2.6413 3.6504 -0.8293
H -4.3408 5.0629 -1.4337
H -4.5800 6.5430 -0.5940
H -2.0822 5.9568 1.8280
H -3.3236 7.0222 1.3074
S -0.1442 -2.8849 -2.2472
C 0.9903 -4.0635 -1.6145
N 0.4498 -5.2227 -1.1654
C 1.2041 -6.2487 -0.7336
C 2.5660 -6.1112 -0.7510
C 3.0643 -4.8960 -1.2148
N 2.2933 -3.8990 -1.6389
H -0.5633 -5.3013 -1.1304
H 0.6757 -7.1279 -0.3925
H 3.2140 -6.9062 -0.4159
H 4.1329 -4.7167 -1.2515
F -5.1917 -5.3519 -0.8413
C -4.5238 -4.2802 -0.4624
C -3.2162 -4.3970 -0.0198
F -2.6072 -5.5994 -0.0078
C -2.5267 -3.2731 0.3738
F -1.2534 -3.4231 0.8050
C -3.0739 -2.0041 0.3006
Se -2.0796 -0.4652 0.8571
C -4.3864 -1.9049 -0.1391
F -4.9733 -0.7211 -0.2162
C -5.1153 -3.0266 -0.5107
F -6.3615 -2.9062 -0.9276
C 3.6788 -0.6120 -1.3333
C 3.6495 -0.3417 0.1436
C 4.7607 0.1912 0.7875
C 4.7355 0.4715 2.1446
C 3.5877 0.2218 2.8824
C 2.4532 -0.3116 2.2828
C 1.2162 -0.5912 3.0846
C 2.5018 -0.5948 0.9091
N 1.3481 -1.0752 0.2903
H 4.6494 -0.3522 -1.7519
H 2.9224 -0.0353 -1.8796
H 3.4696 -1.6555 -1.5596
H 5.6567 0.3897 0.2123
H 5.6112 0.8830 2.6280
H 3.5700 0.4334 3.9444
H 1.3512 -0.2815 4.1191
H 0.9683 -1.6547 3.0749
H 0.3395 -0.0757 2.6843
*
```

Atomic charges from the Löwdin analysis, expressed in e, are listed below:
1 Ta 1.306
2 N 0.074
3 C -0.264
4 C -0.126
5 C -0.161
6 C -0.151
7 N 0.097
8 C -0.418
9 N 0.215
10 N 0.223
11 C -0.530
12 O 0.093
13 O -0.276
14 H 0.095
15 H 0.081
16 H 0.167
17 H 0.125
18 H 0.129
19 H 0.120
20 H 0.118
21 H 0.128
22 H 0.093
23 H 0.111
24 H 0.136
25 H 0.133
26 H 0.117
27 H 0.136
28 S 0.671
29 C -0.700
30 N 0.111
31 C 0.016
32 C 0.023
33 C -0.032
34 N 0.107
35 H 0.136
36 H 0.157
37 H 0.132
38 H 0.138
39 F 0.169
40 C -0.125
41 C -0.133
42 F 0.105
43 C -0.296
44 F 0.015
45 C -0.489
46 Se 0.754
47 C -0.243
48 F 0.112
49 C -0.129
50 F 0.164
51 C -0.043
52 C -0.243
53 C -0.039
54 C -0.058
55 C -0.035
56 C -0.225
57 C -0.046
58 C -0.311
59 N -0.188
60 H 0.089
61 H 0.062
62 H 0.053
63 H 0.117
64 H 0.113
65 H 0.117
66 H 0.084
67 H 0.089
68 H 0.031